{"formula": "C22H47AlBeClN5NaO13P", "method": "ωB97M-V with the def2-TZVPD basis set", "symbols": ["H", "H", "H", "N", "H", "H", "H", "C", "H", "H", "O", "H", "O", "C", "C", "H", "H", "H", "H", "H", "H", "O", "H", "O", "C", "Al", "H", "C", "H", "C", "C", "H", "H", "H", "P", "H", "C", "H", "N", "H", "H", "H", "H", "C", "H", "C", "O", "H", "C", "Cl", "H", "H", "C", "H", "O", "Na", "H", "O", "N", "C", "H", "H", "H", "O", "C", "H", "C", "Be", "H", "H", "H", "H", "N", "O", "C", "H", "C", "N", "H", "H", "C", "C", "C", "H", "O", "H", "C", "C", "H", "O", "O", "O"], "xyz": [[1.09196, -1.49034, 1.15533], [0.81337, -4.03747, -1.15563], [-3.59127, -2.89022, -3.27116], [-0.43208, 2.41421, 3.68101], [-1.59765, -1.37969, -8.64207], [1.59151, 3.07478, 3.61270], [3.16486, -2.30560, -0.74875], [0.88885, -0.21005, -0.44426], [1.56859, 1.89877, -0.43666], [-3.11782, 4.73342, 5.55296], [-2.64068, -4.36464, 0.31406], [-1.72732, -0.22973, -0.21112], [-1.56631, -5.93720, -0.80135], [1.07987, -2.97592, -1.47775], [2.62473, -1.98433, -3.43934], [-0.78007, 5.95029, 0.12391], [-0.94002, 6.48595, 4.07669], [0.27232, 0.78614, 2.49867], [0.63692, -0.68482, -5.04932], [-1.11559, 5.74457, 5.64612], [-1.00832, -1.39397, -4.43259], [-4.03250, 1.02826, -0.26669], [-3.71236, 0.20937, -0.62287], [2.55156, -1.23669, 4.60838], [-1.39643, 5.38835, 0.85253], [3.87490, 1.31617, -4.01764], [0.57101, 6.39769, 2.29966], [0.47023, -2.90823, -5.30933], [0.18188, 0.28999, 0.29863], [1.57980, -2.02598, 4.66510], [0.61001, -3.70320, -3.94549], [3.58006, -1.83307, -2.83448], [0.23605, 5.29610, 4.65061], [0.21781, -0.53307, -2.63909], [-1.39028, 3.42979, 2.66801], [2.53735, -0.79765, 0.78582], [-3.26235, -1.98585, -2.69561], [-2.00166, 4.68315, 0.26977], [-0.58928, 4.69382, 1.83358], [2.10997, -0.97996, -3.46892], [-2.07386, 6.10098, 1.34329], [1.35091, 4.87541, 2.73102], [-0.63233, -1.22385, -6.20727], [-2.52403, -1.21152, -2.11351], [-1.43367, 0.66820, 3.00181], [-0.04117, -0.84726, -1.57890], [-0.56657, -4.82471, 3.24998], [3.51297, 1.21104, -2.02294], [-1.50890, -0.26692, -1.32565], [2.90142, 4.11451, 1.96869], [2.20009, -3.25265, 0.43041], [2.45107, -4.06682, -2.79193], [-2.46211, -5.10017, -0.68771], [-2.43269, -2.32559, -7.78751], [-1.55303, -6.62001, 4.22885], [-0.06102, -3.44944, -7.49701], [-2.10170, 3.27914, 5.69091], [-0.17046, -2.28150, -1.54173], [-1.65668, 4.51571, 4.01581], [1.72948, 0.97806, -1.09193], [0.03367, -4.36390, 4.96212], [-0.25486, -3.53702, -5.96884], [-3.38240, 3.38086, 4.47261], [-0.38526, -5.13277, 5.39634], [-0.82320, 5.53891, 4.61310], [0.72988, 3.38620, 5.16247], [2.09994, -2.44854, -0.37060], [-0.94825, 6.31179, -1.52789], [2.99750, -2.17700, -4.50185], [0.86620, -4.77734, -4.23252], [-1.54339, 0.76230, -1.79718], [1.24973, 5.34633, 1.05394], [1.68474, -1.19777, 0.34705], [-1.54695, -2.21715, -8.16289], [-0.88855, -5.58677, 4.21610], [-0.42870, -3.75698, -3.49534], [-0.44192, 0.99105, 3.31741], [3.20525, 0.75796, -1.14258], [1.29215, 1.27322, -2.10590], [1.48483, -2.92163, -5.88835], [-2.60444, 3.95090, 4.98681], [0.84517, 2.70788, 4.31547], [-0.17561, -1.46081, -5.18979], [1.28756, 1.81457, 4.76761], [-3.32820, -4.84431, -1.56184], [-0.18369, 0.35721, 4.16967], [0.69438, 5.34485, 1.99480], [1.73273, -3.19173, -2.93744], [3.46195, -0.22805, -1.26808], [1.04129, -2.14089, 3.52726], [-1.24523, 2.46487, 1.48049], [1.19430, -2.61197, 5.66976]], "total_charge": 0, "e_lumo_ev": -4.094, "orbital_gap_ev": 1.87}

***

{"formula": "C22H47AsBrF7O8PS", "method": "ωB97M-V with the def2-TZVPD basis set", "symbols": ["H", "Br", "O", "H", "C", "H", "H", "H", "H", "C", "C", "C", "C", "H", "H", "C", "O", "O", "C", "F", "F", "C", "H", "H", "H", "H", "P", "C", "H", "H", "H", "H", "C", "H", "H", "C", "C", "F", "H", "H", "H", "H", "F", "As", "H", "C", "C", "H", "H", "O", "H", "C", "H", "H", "H", "H", "H", "H", "O", "H", "O", "S", "O", "C", "C", "F", "O", "H", "H", "H", "H", "C", "H", "C", "C", "H", "H", "H", "H", "F", "H", "H", "H", "C", "F", "C", "H", "H"], "xyz": [[4.45895, 4.59842, -4.21250], [2.14958, 5.63061, -4.31856], [-1.39215, 2.50568, -0.34610], [-1.44836, -3.51975, 3.17628], [-1.36788, 2.71904, 2.75126], [1.13239, -4.52655, 2.06146], [-0.16662, 1.07423, 3.30744], [2.52633, -7.06187, 1.06688], [-0.79695, 2.96608, 1.85535], [1.23423, -1.21971, -4.06754], [-0.46448, 2.02823, 3.75045], [0.24851, -5.14183, -0.45203], [-3.07794, -0.22177, -0.18685], [1.94028, -2.52168, -5.62247], [2.08715, -0.85573, -6.09443], [-0.81812, 2.10284, -5.91637], [0.60338, -7.12424, 1.85072], [-1.16324, -4.46053, 1.39796], [0.58191, -8.46888, 1.43399], [-2.42515, -0.58289, -2.34971], [-2.85731, 0.41072, 0.93329], [1.82013, -5.07080, 1.41285], [-0.99221, 1.78909, 4.67602], [-2.44561, -2.90175, 1.84512], [1.28631, 2.12866, -5.61738], [-2.30049, 5.85563, 2.95172], [0.37949, 0.43794, -4.08161], [0.33333, 3.73024, 6.23298], [-2.39488, 2.30861, 7.35801], [-2.84302, 4.76178, 1.65788], [0.48299, -1.98686, -3.92547], [1.07515, -8.58929, 0.46225], [-1.94444, -0.06487, -1.23160], [0.56135, 4.65875, 6.77443], [2.81329, -4.64491, 1.57913], [-1.34780, 2.59621, 7.44435], [-0.86137, -4.23039, 0.02777], [-4.51475, 1.13793, -1.50091], [-1.62827, 1.47762, -5.55069], [1.73568, 4.28989, 4.75312], [-0.85917, 3.03921, -5.37054], [-0.73706, 1.68747, 7.38672], [-5.29480, 0.32167, 0.29671], [1.01576, 1.77612, -2.26959], [3.18679, 1.66412, -3.80727], [2.96108, 2.02262, -2.80340], [0.71220, 3.90443, 4.77491], [0.01061, -6.19298, -0.27889], [1.30506, 2.62563, -0.98311], [1.54249, -4.82071, 0.04425], [-0.70417, -2.50148, 1.93187], [1.89390, -6.53667, 1.79213], [-1.18888, 3.08661, 8.41272], [-0.46005, -8.76766, 1.32634], [3.21771, -1.58211, -4.91301], [1.84243, -1.23888, -3.15661], [-1.76876, -4.44045, -0.55310], [3.60290, 1.46723, -2.11833], [-1.05361, 3.47305, 6.38368], [-0.57069, -3.19011, -0.13735], [-1.96068, 3.88711, 3.31480], [-1.29785, 1.68256, -1.54936], [0.76040, 2.70498, 4.02190], [3.46858, 4.19163, -4.04147], [-4.49637, 0.08791, -0.74263], [-4.98476, -0.93016, -1.37475], [-2.07704, 2.27720, -2.61633], [2.54492, 4.04542, -2.13225], [0.66121, 0.70356, -6.55479], [2.34686, -6.62477, 2.78882], [1.06582, -9.11570, 2.17573], [-1.45716, -3.27587, 2.11351], [-1.10368, 5.11509, 1.87340], [-2.05375, 4.95192, 2.39217], [2.18477, -1.52616, -5.24671], [0.67928, 3.06355, -3.11788], [3.27521, 3.49643, -4.84545], [-1.00049, 2.23774, -6.98229], [1.39459, 0.49270, -1.43639], [-3.12045, -1.53938, 0.13352], [0.92766, 2.91434, 6.66097], [0.08410, 4.65192, 4.28787], [-2.17855, 2.03899, 2.47343], [3.33843, 3.52122, -2.66351], [-0.94857, -0.85118, -0.86883], [0.52263, 1.34688, -5.69224], [4.24803, 3.65531, -2.08066], [0.32372, -5.01424, -1.53520]], "total_charge": -1, "e_lumo_ev": 2.454, "orbital_gap_ev": 6.33}

***

no.,DFT total energy (eV),F_max (eV/Å)
1,-90838.893,8.1
2,-209976.936,3.6